(A)
# C7H28O7

A cluster of 7 separate species, C7H28O7 in total (ωB97M-V with the def2-TZVPD basis set, the Open Molecules 2025 dataset).

Structure (ORCA input):
```
! wB97M-V def2-TZVPD RIJCOSX def2/J DEFGRID3
* xyz 0 1
C -0.24 -4.81 -1.55
O -0.64 -3.95 -2.56
H -1.04 -5.19 -0.92
H -0.01 -5.68 -2.16
H 0.56 -4.65 -0.83
H -0.63 -4.34 -3.44
C 4.51 0.67 2.50
O 4.34 0.01 1.29
H 4.99 1.62 2.26
H 3.48 0.78 2.83
H 5.18 0.16 3.19
H 3.75 0.58 0.80
C -0.84 0.63 0.64
O -0.11 0.50 -0.55
H -0.75 -0.22 1.31
H -0.39 1.52 1.09
H -1.86 0.75 0.30
H -0.39 -0.28 -1.03
C 3.40 -1.35 -5.45
O 3.86 -0.95 -6.74
H 4.33 -1.57 -4.93
H 2.77 -0.58 -5.00
H 2.86 -2.29 -5.53
H 3.18 -0.55 -7.30
C 2.67 -4.54 4.89
O 1.57 -5.30 5.47
H 3.34 -5.02 4.17
H 2.19 -3.68 4.41
H 3.26 -4.09 5.68
H 0.86 -4.73 5.77
C -3.48 4.80 -3.36
O -2.93 5.67 -4.31
H -2.86 3.90 -3.27
H -3.55 5.24 -2.36
H -4.48 4.55 -3.71
H -2.26 6.25 -3.94
C -5.59 4.05 3.68
O -6.04 5.13 4.45
H -5.26 4.43 2.72
H -4.85 3.41 4.16
H -6.42 3.38 3.46
H -6.48 5.76 3.88
*
```

Values from the calculation:
Structure (SMILES): CO.CO.CO.CO.CO.CO.CO
Frontier orbital gap: 10.5 eV



(B)
# C7H28O7

A cluster of 7 separate species, C7H28O7 in total (ωB97M-V with the def2-TZVPD basis set, the Open Molecules 2025 dataset).

Structure (ORCA input):
```
! wB97M-V def2-TZVPD RIJCOSX def2/J DEFGRID3
* xyz 0 1
C 7.83 -10.71 18.14
C 6.81 -11.35 19.08
O 6.58 -10.76 20.26
H 7.47 -9.77 17.73
H 8.03 -11.25 17.21
H 8.78 -10.56 18.66
H 7.01 -12.42 19.19
H 5.88 -11.34 18.50
H 6.03 -11.42 20.69
C 4.73 -5.37 15.54
C 5.55 -4.15 15.89
O 4.88 -3.54 17.07
H 5.17 -5.90 14.69
H 3.74 -5.07 15.20
H 4.66 -6.06 16.39
H 5.59 -3.41 15.08
H 6.57 -4.46 16.09
H 3.96 -3.39 16.85
C 8.19 -6.51 20.37
O 8.49 -7.57 21.28
H 8.09 -5.47 20.71
H 8.89 -6.49 19.54
H 7.28 -6.76 19.83
H 7.93 -8.31 21.06
C 12.20 -5.50 16.60
O 10.98 -4.81 16.57
H 12.92 -5.10 17.32
H 12.08 -6.55 16.85
H 12.63 -5.50 15.60
H 11.02 -4.14 17.26
C 12.91 -10.25 14.15
O 11.55 -10.00 13.87
H 13.43 -10.57 13.25
H 13.37 -9.37 14.60
H 13.00 -11.05 14.88
H 11.16 -10.82 13.55
O 8.21 -4.37 12.25
H 8.39 -5.14 12.80
H 8.54 -3.63 12.77
O 8.93 -6.85 14.77
H 9.34 -7.71 14.71
H 9.50 -6.35 15.35
*
```

Values from the calculation:
Structure (SMILES): CCO.CCO.CO.CO.CO.O.O
Frontier orbital gap: 10.5 eV



Stability summary - winner: (B); margin: 230.0 kJ/mol.